ORCA calculation (wB97M-V/def2-TZVPD) on an isolated ion of composition C7H10F3N2O2S and charge +1.

ORCA input file:
```
! RIJCOSX wB97M-V def2-TZVPD def2/J DEFGRID3
* xyz 1 1
C 2.8368 1.7440 -0.4442
C 1.5916 2.2441 0.1851
O 0.5576 1.3692 -0.1300
C -0.6830 1.8172 0.0319
O -0.9706 2.9267 0.3957
C -1.7604 0.8669 -0.5619
S -2.7703 1.6356 -1.6862
C -1.7242 -0.7228 -0.3916
N -0.4204 -1.2506 -0.3422
C -0.1976 -2.5120 -0.3002
N 0.9093 -3.0266 0.0321
C -2.2462 -0.9420 0.9899
F -2.2587 -2.2727 1.2704
F -1.4406 -0.3796 1.9357
F -3.4461 -0.4670 1.2193
H 3.2857 0.8531 -0.1441
H 2.5743 1.4648 -1.4960
H 3.5731 2.5213 -0.1721
H 1.3070 3.2487 -0.1868
H 1.6048 2.3278 1.3293
H -2.4247 -1.2280 -1.0875
H 0.3050 -0.5311 -0.3129
H -1.0021 -3.0674 -0.7419
H 1.0312 -4.0623 0.2397
H 1.7686 -2.5571 0.3683
*
```

* E_LUMO (spin up / spin down): -4.9 / -4.9 eV
* SMILES: CCOC(=O)C(=S)[C@@H](/[NH+]=C/N)C(F)(F)F
* highest occupied orbital energy (spin up / spin down): -0.4724 / -0.4724 hartree
* energy relative to the best compared isomer or geometry (same formula, charge and spin): 3.5 kcal per mole
* energy: -33476.020 eV

Atomic partial charges in e from the Löwdin method, atoms 1 to 5: number 1, C, carries -0.0585; number 2, C, carries -0.2426; number 3, O, carries -0.0502; number 4, C, carries -0.5401; number 5, O, carries 0.1366


ORCA calculation (wB97M-V/def2-TZVPD) on C19H14CrIN2O8S as an isolated structure.

ORCA input file:
```
! RIJCOSX wB97M-V def2-TZVPD def2/J DEFGRID3
* xyz 0 4
Cr -0.1937 -0.4164 0.0297
O -1.3334 5.3569 -1.2353
C -0.9609 4.0976 -0.9456
C -0.1734 3.3344 -1.8164
C 0.1232 2.0443 -1.4318
N -0.3465 1.5675 -0.2938
C -1.0273 2.2893 0.5820
C -1.3775 3.5873 0.2928
C -1.2761 1.4631 1.8330
O -1.9079 1.8768 2.7695
O -0.6930 0.2867 1.7375
C 0.9921 1.0014 -2.1241
O 1.5723 1.2425 -3.1490
O 1.0344 -0.1141 -1.4283
H -0.9892 5.6228 -2.0961
H 0.2162 3.7263 -2.7471
H -1.9323 4.1921 0.9950
I -2.6243 -2.2917 2.1615
C -3.2727 -1.0313 0.6404
C -4.6447 -0.8345 0.5240
C -5.1225 -0.0254 -0.4856
C -4.2193 0.5554 -1.3661
C -2.8797 0.3098 -1.1770
N -2.4011 -0.4565 -0.1832
H -5.3129 -1.3170 1.2205
H -6.1860 0.1430 -0.5895
H -4.5422 1.1815 -2.1845
H -2.1493 0.7244 -1.8577
C 0.7506 -8.6250 1.0707
C 0.3872 -7.2830 0.4991
C -0.8909 -6.7602 0.6582
C -1.2288 -5.5230 0.1293
C -0.2746 -4.8050 -0.5701
C 1.0073 -5.3066 -0.7475
C 1.3282 -6.5425 -0.2154
S -0.6542 -3.1947 -1.1762
O -2.0888 -3.0533 -1.1980
O 0.0638 -2.9776 -2.3965
O -0.0573 -2.3201 -0.0540
H 0.0610 -8.9181 1.8612
H 1.7595 -8.6165 1.4828
H 0.7184 -9.3958 0.2980
H -1.6338 -7.3284 1.2050
H -2.2243 -5.1166 0.2429
H 1.7332 -4.7335 -1.3084
H 2.3246 -6.9434 -0.3580
*
```

* E_LUMO (spin up / spin down): -1.2 / -0.8 eV
* expectation value of S²: 3.78
* highest occupied orbital energy (spin up / spin down): -0.3361 / -0.3368 hartree
* energy relative to the best compared isomer or geometry (same formula, charge and spin): 4.9 kcal per mole
* energy: -86650.547 eV

Atomic partial charges in e from the Löwdin method, atoms 1 to 5: number 1, Cr, carries 1.0280; number 2, O, carries 0.0988; number 3, C, carries -0.2610; number 4, C, carries 0.0968; number 5, C, carries -0.1507


ORCA calculation (wB97M-V/def2-TZVPD) on a 3-piece molecular cluster, C20H25BN3O overall.

ORCA input file:
```
! RIJCOSX wB97M-V def2-TZVPD def2/J DEFGRID3
* xyz 1 1
C -3.4359 -2.8644 -0.3777
B -2.0515 -3.1330 -1.1632
O -1.6864 -4.3929 -1.7817
C -0.9456 -1.9433 -1.2499
C 0.5350 -2.1267 -0.9117
C 1.2797 -0.8293 -1.1048
N 0.6722 0.3512 -1.4881
N 1.5142 1.4827 -1.5801
C 1.7994 1.9352 -0.3660
C 3.1882 2.7019 -0.1225
C 0.8325 1.8107 0.8996
N -0.5831 0.6079 -1.7949
C -1.3324 -0.5527 -1.6843
H -3.9715 -3.8514 -0.1499
H -4.1084 -2.1414 -0.9601
H -3.1493 -2.3617 0.6171
H -1.0410 -4.8500 -1.1926
H 1.0005 -3.1022 -0.6033
H 2.4025 -0.8356 -0.9209
H 4.0140 1.9665 -0.3744
H 3.2594 3.6623 -0.7356
H 3.2903 2.9223 0.9975
H 0.9693 2.6697 1.6401
H -0.2294 1.7759 0.4862
H 1.0354 0.8122 1.4287
H -2.4323 -0.4235 -1.9730
C -9.2823 -2.0925 1.0949
C -8.4366 -2.9652 0.4184
C -7.3958 -2.4649 -0.3566
C -7.1948 -1.0910 -0.4473
C -8.0383 -0.2185 0.2321
C -9.0846 -0.7186 0.9998
H -10.0958 -2.4827 1.6963
H -8.5895 -4.0363 0.4947
H -6.7406 -3.1456 -0.8895
H -6.3800 -0.7005 -1.0482
H -7.8805 0.8525 0.1625
H -9.7454 -0.0382 1.5249
C 7.3366 2.1995 -0.1950
C 6.9292 3.1037 0.7806
C 7.7600 3.3852 1.8600
C 9.0033 2.7692 1.9587
C 9.4123 1.8678 0.9813
C 8.5777 1.5794 -0.0933
H 6.6870 1.9778 -1.0354
H 5.9622 3.5896 0.6999
H 7.4394 4.0852 2.6236
H 9.6534 2.9920 2.7974
H 10.3825 1.3890 1.0577
H 8.8948 0.8728 -0.8521
*
```

* E_LUMO: -5.1 eV
* highest occupied orbital energy: -0.4089 hartree
* energy: -28329.608 eV

Atomic partial charges in e from the Löwdin method, atoms 1 to 5: number 1, C, carries -0.0184; number 2, B, carries -0.3668; number 3, O, carries 0.0736; number 4, C, carries 0.0048; number 5, C, carries 0.1054